# 1
The following is a DFT calculation (ωB97M-V/def2-TZVPD) of 2 unconnected molecules or ions with the total composition C14H19Cl4NO7P.

As for the max |F|: 0.01795 Eh/bohr. The total energy is -90022.8433 eV. The lowest unoccupied orbital energy comes out at -4.89 eV.

ORCA input file:
```
! RIJCOSX wB97M-V def2-TZVPD def2/J DEFGRID3
* xyz 1 1
C 3.742 -1.598 -0.562
C 2.946 -0.443 -1.217
C 3.544 -0.157 -2.603
C 1.475 -0.811 -1.424
C 0.822 -1.500 -0.207
N -0.523 -0.988 0.146
C -0.565 0.158 0.852
C 0.668 0.939 1.203
C 1.041 2.039 0.209
O 2.110 2.560 0.252
O 0.052 2.460 -0.636
C -1.782 0.673 1.251
C -2.949 0.015 0.968
C -4.236 0.639 1.438
O -4.461 1.770 1.120
O -5.022 -0.121 2.206
C -2.894 -1.173 0.219
Cl -4.372 -1.952 -0.121
C -1.671 -1.667 -0.216
P -1.603 -3.216 -1.239
O -2.887 -3.499 -1.855
O -1.012 -4.304 -0.260
O -0.448 -3.027 -2.326
H 4.693 -1.727 -1.070
H 3.974 -1.361 0.475
H 3.197 -2.540 -0.617
H 3.075 0.456 -0.617
H 3.724 -1.094 -3.130
H 4.508 0.335 -2.490
H 2.895 0.477 -3.206
H 0.868 0.048 -1.718
H 1.441 -1.502 -2.264
H 1.469 -1.428 0.659
H 0.757 -2.557 -0.413
H 0.431 1.495 2.113
H 1.537 0.335 1.437
H -0.050 1.887 -1.404
H -1.819 1.599 1.814
H -5.938 0.002 1.915
H -0.185 -4.684 -0.590
H -0.772 -2.397 -2.987
C -1.190 5.268 2.923
Cl -1.476 3.719 2.082
Cl -2.112 5.332 4.412
Cl 0.529 5.484 3.212
H -1.533 6.055 2.266
*
```

natural (NBO) population analysis, charges in e, atoms 1 to 4: -0.6212 -0.2355 -0.5993 -0.4104

# 2
The following is a DFT calculation (ωB97M-V/def2-TZVPD) of a molecular structure, C14H19Cl5F6GeIrP.

As for the max |F|: 0.01253 Eh/bohr. The total energy is -162339.9791 eV. Its expectation value of S² is 6.03. The lowest unoccupied orbital energy (alpha / beta) comes out at -13.25 / -16.72 eV.

ORCA input file:
```
! RIJCOSX wB97M-V def2-TZVPD def2/J DEFGRID3
* xyz 4 5
Ir 0.891 -0.388 -3.085
Cl -1.891 -2.851 -2.706
C -0.862 -2.838 -4.000
C 0.194 -1.886 -4.091
C 0.953 -1.939 -5.260
Cl 2.064 -0.588 -5.148
C 0.867 -2.812 -6.331
Cl 1.874 -2.716 -7.649
C -0.170 -3.811 -6.230
Cl -0.358 -4.931 -7.421
C -1.054 -3.806 -5.079
Cl -2.285 -4.895 -4.997
C -0.297 3.558 4.253
C -0.310 3.035 2.815
C -1.332 1.917 2.649
C -1.597 1.437 1.256
Ge 0.010 0.158 0.802
C -0.626 -1.670 1.427
C -0.364 -1.796 2.917
C 1.100 -1.682 3.327
C 1.457 -0.265 3.743
H 0.628 4.095 4.454
H -0.356 2.736 4.968
H -1.137 4.230 4.427
H 0.692 2.693 2.533
H -0.571 3.834 2.115
H -2.364 2.262 2.919
H -1.238 1.120 3.403
H -1.426 2.184 0.472
H -2.482 0.832 1.076
H 1.438 0.652 0.635
H 0.044 -2.263 0.795
H -1.666 -1.760 1.122
H -0.799 -2.774 3.181
H -1.010 -1.119 3.491
H 1.743 -1.993 2.494
H 1.304 -2.380 4.139
H 1.145 0.475 2.980
H 2.529 -0.124 3.865
H 0.955 0.018 4.669
F 0.060 -0.391 -1.196
P 0.687 2.799 -2.290
F 1.158 4.205 -2.531
F 0.577 2.432 -3.831
F -0.826 2.532 -2.128
F 0.850 2.876 -0.720
F 1.801 1.599 -2.237
*
```

natural (NBO) population analysis, charges in e, atoms 1 to 4: 1.0932 0.3579 -0.0096 -0.1359

# 3
The following is a DFT calculation (ωB97M-V/def2-TZVPD) of a molecular structure, C14H19ClN4O2Pb at a distorted geometry.

As for the max |F|: 0.22782 Eh/bohr. The total energy is -42626.8032 eV. The lowest unoccupied orbital energy comes out at -10.03 eV.

ORCA input file:
```
! RIJCOSX wB97M-V def2-TZVPD def2/J DEFGRID3
* xyz 2 1
Cl -0.204 4.012 -1.845
C -2.234 0.538 -2.434
C -1.381 -0.626 -2.172
C -0.101 -0.389 -2.821
H -1.650 -1.490 -1.602
C -0.149 0.928 -3.487
C -1.487 1.464 -3.233
H -1.790 2.454 -3.522
H -3.237 0.668 -2.066
H 0.750 -1.045 -2.815
C 0.917 1.565 -4.235
Pb -0.345 1.263 -1.077
C 1.560 1.855 -0.574
O 2.654 2.129 -0.274
C -1.270 2.245 0.476
O -1.766 2.885 1.320
H 1.907 1.311 -3.832
H 0.797 2.655 -4.203
H 0.881 1.237 -5.284
C 0.661 0.609 2.006
N 0.028 -0.150 0.865
C -1.287 -0.739 1.309
N -1.025 -1.668 2.421
C -0.393 -0.924 3.548
N 0.904 -0.337 3.128
C 1.818 -1.408 2.655
N 1.207 -2.155 1.515
C 0.960 -1.236 0.390
C -0.086 -2.740 1.978
H 0.018 1.399 2.366
H 1.614 1.034 1.720
H -1.760 -1.293 0.487
H -1.963 0.043 1.627
H -0.220 -1.599 4.384
H -1.062 -0.131 3.881
H 2.762 -0.969 2.337
H 2.016 -2.090 3.480
H 0.503 -1.786 -0.435
H 1.891 -0.795 0.051
H 0.101 -3.423 2.805
H -0.539 -3.301 1.161
*
```

natural (NBO) population analysis, charges in e, atoms 1 to 4: -0.4569 -0.3079 -0.2986 -0.2777